Entry 1:
Formula: C4H11NO
Source: the OMol25 dataset
Level of theory: ωB97M-V/def2-TZVPD

Each line ends with the natural charge from an NBO analysis.
Positions of all 17 atoms, in Å:
C  2.12  -0.29  -0.68  -0.4150
N  0.84  -0.14  0.00  -0.6648
C  0.92  -0.20  1.47  -0.4296
H  2.95  0.27  -0.25  0.1940
H  2.45  -1.33  -0.72  0.1741
H  2.03  0.22  -1.64  0.1978
H  0.13  -0.79  -0.28  0.3769
H  0.33  -0.99  1.92  0.1963
H  0.70  0.78  1.89  0.1837
H  1.93  -0.42  1.83  0.1853
O  -1.98  -1.38  -0.29  -0.5465
C  -2.12  -0.22  0.03  0.4355
C  -1.96  0.91  -0.91  -0.7243
H  -2.62  -0.07  1.01  0.1202
H  -1.33  0.73  -1.77  0.2400
H  -1.44  1.69  -0.36  0.2382
H  -2.96  1.24  -1.24  0.2381

The HOMO-LUMO gap comes out at 0.356 hartree. For the HOMO energy, the calculation gives -8.6711 eV. The energy relative to the best compared isomer or geometry (same formula, charge and spin) comes out at 1.917 eV. As for the structure (SMILES): CC=O.CNC.



Entry 2:
Formula: H22NO14
Source: the OMol25 dataset
Level of theory: ωB97M-V/def2-TZVPD

Each line ends with the natural charge from an NBO analysis.
Positions of all 37 atoms, in Å:
N  -0.02  0.26  -0.49  0.7387
O  0.71  1.15  -0.27  -0.4525
O  -0.35  -0.61  0.38  -0.5307
O  -0.89  0.57  -1.33  -0.5673
O  1.52  -1.32  1.32  -0.9625
H  0.82  -0.97  0.94  0.4374
H  2.03  -1.02  0.60  0.4709
O  -1.57  3.50  -1.05  -0.9546
H  -2.22  3.39  -1.80  0.4561
H  -1.26  2.54  -1.31  0.4849
O  -2.43  -0.92  2.38  -0.9432
H  -1.83  -0.44  1.76  0.4934
H  -3.20  -0.43  2.21  0.4616
O  2.75  -0.86  -1.07  -0.9378
H  2.30  -0.53  -1.84  0.4767
H  3.64  -0.69  -1.35  0.4770
O  1.11  -3.60  -0.13  -0.9887
H  1.40  -2.77  0.24  0.4705
H  0.20  -3.42  0.19  0.4843
O  2.06  2.98  -1.64  -1.0149
H  1.62  2.31  -0.92  0.4993
H  1.33  3.49  -2.07  0.4752
O  -3.37  -0.81  -2.22  -0.9720
H  -4.19  -0.80  -1.90  0.4629
H  -2.60  -0.86  -1.68  0.5054
O  1.51  3.00  2.40  -0.9508
H  0.54  2.73  2.69  0.4701
H  1.63  2.19  1.67  0.4782
O  -1.44  -3.41  1.44  -1.0020
H  -1.47  -4.00  2.16  0.4779
H  -1.86  -2.52  1.54  0.5148
O  1.11  -0.33  3.57  -0.9530
H  1.88  -0.70  3.92  0.4457
H  1.50  -0.28  2.71  0.4778
O  -0.53  1.27  -3.88  -0.9915
H  0.37  1.09  -4.12  0.4628
H  -0.79  0.81  -3.03  0.5001

The HOMO-LUMO gap comes out at 0.356 hartree. As for the charge: -1. For the HOMO energy, the calculation gives -7.3047 eV. The energy relative to the best compared isomer or geometry (same formula, charge and spin) comes out at 5.385 eV.



Entry 3:
Formula: C4H7OP
Source: the OMol25 dataset
Level of theory: ωB97M-V/def2-TZVPD

Each line ends with the natural charge from an NBO analysis.
Positions of all 13 atoms, in Å:
C  -1.52  0.51  -0.58  -0.2551
C  -0.14  0.24  -0.79  -0.2156
C  -2.26  0.11  0.43  -0.3532
C  0.45  -0.86  -0.26  -0.3622
O  4.83  -0.72  0.16  -0.9365
P  3.92  0.46  0.04  1.1130
H  -2.18  1.10  -1.21  0.2130
H  0.33  1.03  -1.33  0.2064
H  -1.97  -0.56  1.22  0.1822
H  -3.40  0.05  0.45  0.1943
H  1.48  -0.97  -0.36  0.1797
H  0.04  -1.83  -0.07  0.2067
H  4.98  1.62  -0.09  -0.1728

The HOMO-LUMO gap comes out at 0.291 hartree. For the HOMO energy, the calculation gives -9.1207 eV. The energy relative to the best compared isomer or geometry (same formula, charge and spin) comes out at 3.145 eV. As for the structure (SMILES): C=CC=C.O=P.



Entry 4:
Formula: C22H32F16O8S3
Source: the OMol25 dataset
Level of theory: ωB97M-V/def2-TZVPD

Each line ends with the Mulliken charge.
Positions of all 81 atoms, in Å:
C  -2.29  -1.10  4.15  -0.3030
C  -3.61  -1.49  4.92  -0.8410
C  -3.86  -0.75  6.22  -0.7366
S  -2.98  0.84  6.00  1.1215
O  -2.29  1.02  7.27  -0.6657
O  -3.86  1.84  5.42  -0.6359
C  -1.84  0.31  4.67  -0.7670
H  -2.49  -1.49  3.15  0.3587
H  -1.41  -1.71  4.38  0.2429
H  -3.52  -2.55  5.15  0.3340
H  -4.41  -1.18  4.25  0.3670
H  -3.42  -1.25  7.09  0.3462
H  -4.86  -0.50  6.58  0.4254
H  -0.86  0.28  5.14  0.4696
H  -2.08  1.20  4.08  0.3281
C  -1.45  6.26  -1.20  -0.6952
C  -2.26  5.19  -1.89  0.0499
C  -2.04  5.35  -3.37  -0.7513
S  -0.30  6.07  -3.45  1.0280
O  -0.47  7.46  -3.89  -0.6883
O  0.73  5.14  -3.99  -0.5787
C  -0.05  6.21  -1.66  -0.4971
H  -1.43  6.20  -0.11  0.3868
H  -1.86  7.26  -1.32  0.3340
H  -3.30  5.18  -1.55  0.4058
H  -1.96  4.16  -1.70  -0.2813
H  -2.80  6.09  -3.61  0.3393
H  -2.11  4.41  -3.91  0.4325
H  0.64  7.04  -1.49  0.4598
H  0.54  5.31  -1.48  0.1157
C  -0.53  0.21  -0.21  -0.5575
C  -0.06  -0.11  1.20  0.3029
C  1.08  0.79  1.43  -0.8474
S  0.81  2.36  0.55  1.0956
O  1.85  2.53  -0.43  -0.6355
O  0.33  3.44  1.41  -0.7075
C  -0.66  1.74  -0.23  -0.0729
H  -1.44  -0.23  -0.61  0.4660
H  0.26  -0.14  -0.88  -0.0880
H  0.16  -1.17  1.35  -0.0080
H  -0.85  0.13  1.90  -0.1164
H  1.84  0.50  0.71  0.2434
H  1.50  0.86  2.43  0.5546
H  -0.60  2.18  -1.23  -0.0194
H  -1.57  2.11  0.25  0.3160
C  2.35  0.75  -4.23  -0.8324
C  0.87  0.57  -4.57  0.6691
C  0.15  1.90  -4.98  0.6063
F  0.80  2.60  -5.91  -0.3021
F  -1.05  1.62  -5.51  -0.3045
F  0.63  -0.22  -5.63  -0.3577
F  0.36  0.12  -3.43  -0.1948
O  2.92  -0.50  -4.31  -0.3930
C  3.78  -0.96  -3.30  0.8903
C  4.49  -2.20  -3.72  0.1494
F  5.20  -2.18  -4.86  -0.2658
F  5.27  -2.55  -2.65  -0.2520
F  4.59  0.01  -2.90  -0.2925
F  2.96  -1.17  -2.29  -0.2281
H  2.39  1.22  -3.25  0.3968
H  2.81  1.44  -4.95  0.4171
H  0.33  2.44  -4.05  -0.0006
H  3.80  -2.99  -3.99  0.2297
C  0.25  -5.14  1.09  -0.5761
C  -0.72  -5.73  2.21  0.9208
C  -0.71  -7.28  2.22  0.0967
F  -0.38  -7.76  0.99  -0.2740
F  0.10  -7.75  3.09  -0.2441
F  -0.45  -5.15  3.38  -0.3017
F  -1.95  -5.43  1.84  -0.3043
O  1.62  -5.32  1.53  -0.3959
C  2.68  -4.99  0.58  0.8540
C  2.96  -3.50  0.42  0.1523
F  2.12  -2.72  -0.23  -0.1264
F  3.08  -2.99  1.65  -0.2842
F  3.81  -5.68  1.14  -0.2951
F  2.29  -5.63  -0.57  -0.2840
H  0.07  -4.08  0.97  0.2014
H  0.10  -5.67  0.15  0.3663
H  -1.69  -7.66  2.53  0.2811
H  3.98  -3.46  0.04  0.2487

The HOMO-LUMO gap comes out at 0.376 hartree. For the HOMO energy, the calculation gives -10.2020 eV. The energy relative to the best compared isomer or geometry (same formula, charge and spin) comes out at 2.583 eV. As for the structure (SMILES): FC(F)C(F)(F)COC(F)(F)C(F)F.FC(F)C(F)(F)COC(F)(F)C(F)F.O=S1(=O)CCCC1.O=S1(=O)CCCC1.O=S1(=O)CCCC1.



Q: Number 4 is which compound?
A: C22H32F16O8S3



Q: Number 3 is which compound?
A: C4H7OP



Q: Which formula does entry 4 have?
A: C22H32F16O8S3